1.
Molecular formula: C5H13N3
Method: DFT, wB97M-V/def2-TZVPD

Element x y z (Å)
C 0.0152 1.7639 0.4749
C -0.0175 1.6379 -1.0251
C -1.1536 1.5299 -1.7150
C -1.2146 1.4478 -3.2017
H 0.4756 0.8898 0.9410
H 0.5765 2.6567 0.7496
H -0.9901 1.8260 0.8891
H 0.9400 1.5870 -1.5336
H -2.0660 1.5645 -1.1293
H -0.2068 1.3828 -3.6166
H -1.6966 2.2939 -3.6935
H -1.7375 0.5557 -3.5592
N 1.5198 -1.3281 2.9127
C 0.8598 -1.9102 1.9971
N 1.3113 -2.2739 0.7370
N -0.5057 -2.0978 2.1988
H 2.4824 -1.1528 2.6268
H 2.2948 -2.4973 0.7370
H 0.7634 -2.9533 0.2489
H -0.9520 -2.8839 1.7716
H -0.6982 -2.0386 3.1895

Computed properties:
HOMO energy   -8.9 eV
Orbital gap   9.67 eV
Charge   0
SMILES   C/C=C/C.N=C(N)N

=====

2.
Molecular formula: C21H46BCl16FO8PS2
Method: DFT, wB97M-V/def2-TZVPD

Element x y z (Å)
C -8.4058 5.7166 2.8894
B -8.0812 5.4727 1.2712
C -6.7700 4.5259 1.0127
C -6.7562 3.1481 1.8553
C -5.6646 2.1660 1.1294
S -3.8989 2.6912 1.4663
O -3.5075 3.9011 0.6271
O -2.9300 1.5402 1.1156
O -3.7711 3.0620 3.1034
C -7.7971 6.9964 0.6570
P -6.7057 7.0642 -0.8839
O -6.7944 8.5403 -1.4315
O -7.1103 5.9381 -2.1032
O -5.0189 6.7925 -0.5446
S -9.6897 4.7943 0.5312
O -10.8922 5.6977 0.8881
O -9.6717 4.6659 -0.9892
F -10.0771 3.2566 1.1872
H -7.5799 6.3569 3.3956
H -8.6248 4.7430 3.4525
H -9.3490 6.3962 2.9040
H -5.8496 5.1346 1.3702
H -6.6502 4.2202 -0.1011
H -6.3797 3.2793 2.9443
H -7.7523 2.5845 1.8650
H -5.7826 1.0670 1.4253
H -5.7747 2.2257 -0.0224
H -4.2203 3.9463 3.2128
H -7.2911 7.5764 1.5257
H -8.8005 7.5055 0.4446
H -6.4137 5.2282 -2.1487
H -4.8618 7.1565 0.3586
Cl -1.6069 -0.7844 -2.7966
C -0.8718 -0.3404 -1.2345
C 0.4523 0.3796 -1.4099
Cl 1.7257 -0.6966 -2.0433
H -0.7589 -1.2504 -0.6417
H -1.5838 0.3127 -0.7236
H 0.8024 0.7495 -0.4436
H 0.3606 1.2318 -2.0872
Cl 1.6745 5.8591 -2.6742
C 1.6140 4.3754 -3.6586
C 0.1903 3.9575 -3.9764
Cl -0.6839 3.3926 -2.5313
H 2.1528 3.5907 -3.1229
H 2.1548 4.5887 -4.5837
H 0.1987 3.1271 -4.6855
H -0.3797 4.7773 -4.4187
Cl 3.3741 -3.0670 1.7922
C 4.3718 -3.6465 0.4352
C 3.5364 -3.9941 -0.7825
Cl 2.5282 -5.4393 -0.5167
H 4.9520 -4.5037 0.7824
H 5.0682 -2.8414 0.1887
H 4.1911 -4.2168 -1.6283
H 2.8791 -3.1701 -1.0679
Cl 3.3179 0.7310 3.8188
C 1.5453 0.8611 3.9438
C 0.8391 -0.3333 3.3310
Cl 1.0102 -0.3778 1.5592
H 1.2392 1.7955 3.4689
H 1.3072 0.9257 5.0081
H -0.2312 -0.2796 3.5439
H 1.2194 -1.2751 3.7327
Cl 1.2324 -8.7598 4.3372
C 0.6255 -7.6831 3.0536
C 1.1955 -6.2817 3.1637
Cl 0.5793 -5.4160 4.5936
H -0.4653 -7.6780 3.1027
H 0.9217 -8.1286 2.1010
H 0.9058 -5.6944 2.2893
H 2.2860 -6.2945 3.2182
Cl 1.7405 0.9260 -8.6351
C 0.7038 2.3743 -8.6551
C 1.4820 3.6392 -8.3449
Cl 2.0333 3.6904 -6.6516
H -0.1102 2.2188 -7.9441
H 0.2731 2.4413 -9.6569
H 0.8438 4.5129 -8.4960
H 2.3570 3.7410 -8.9900
Cl 5.2820 -7.2862 0.8793
C 6.9213 -7.6621 1.4670
C 7.8706 -6.4903 1.3054
Cl 8.2374 -6.1534 -0.4051
H 7.2785 -8.5454 0.9332
H 6.8271 -7.9186 2.5249
H 8.8226 -6.7162 1.7947
H 7.4638 -5.5798 1.7512
Cl 13.2155 -7.0469 0.6838
C 12.8889 -8.5953 1.5009
C 11.4072 -8.9178 1.5448
Cl 10.5120 -7.8168 2.6220
H 13.3193 -8.5476 2.5033
H 13.4189 -9.3678 0.9388
H 11.2597 -9.9287 1.9322
H 10.9546 -8.8637 0.5524

Computed properties:
HOMO energy   -6.6 eV
Orbital gap   7.87 eV
Charge   -1

=====

3.
Molecular formula: C7H9N
Method: DFT, wB97M-V/def2-TZVPD

Element x y z (Å)
C 0.6199 2.0234 2.2815
C 1.8521 1.3474 2.4633
C -0.0402 1.3998 1.2612
C 1.8905 0.3298 1.5559
C -1.1849 -0.3960 -1.2792
C 0.4766 -0.4912 -0.1831
C -1.3400 -1.3946 -2.3306
N 0.7317 0.3601 0.8116
H 0.2686 2.8654 2.8417
H 2.6117 1.5881 3.1791
H -0.9960 1.6067 0.8307
H 2.6459 -0.4049 1.3587
H -1.7448 0.4993 -1.1250
H 1.0857 -1.3388 -0.4064
H -2.3527 -1.8106 -2.2971
H -1.2008 -0.9653 -3.3298
H -0.6319 -2.2100 -2.2099

Computed properties:
HOMO energy (alpha / beta)   -6.9 / -8.0 eV
Orbital gap (alpha / beta)   7.48 / 8.59 eV
Charge   0

=====

4.
Molecular formula: C22H20N2O5S2
Method: DFT, wB97M-V/def2-TZVPD

Element x y z (Å)
C -0.2210 -3.6469 -0.2135
C -0.8727 -2.3640 0.2041
O -0.2741 -1.5026 0.8219
C -2.3045 -2.1677 -0.1426
C -3.2219 -3.2145 -0.1122
C -4.5598 -2.9480 -0.3430
C -4.9926 -1.6549 -0.5704
C -4.0864 -0.5921 -0.5913
N -4.5846 0.6931 -0.7995
C -4.1038 1.9336 -0.4474
O -4.6991 2.9277 -0.7999
C -2.8489 1.9346 0.3498
C -2.7639 1.2438 1.5566
C -1.5387 1.0679 2.1608
C -0.3807 1.5726 1.5671
N 0.8437 1.1668 2.0974
C 2.0931 1.3914 1.6008
O 2.3790 2.2852 0.8375
C 3.1134 0.3878 2.1308
C 2.7830 -1.0304 1.6954
S 3.4033 -1.3389 0.0063
O 4.8343 -1.2148 0.0176
O 2.8401 -2.5943 -0.4270
C 2.7600 -0.0475 -1.0172
C 1.4756 0.1461 -1.4276
C 1.3450 1.3007 -2.2234
C 2.5310 1.9487 -2.3901
S 3.8268 1.1676 -1.5875
C -0.4856 2.3870 0.4435
C -1.7172 2.5617 -0.1586
C -2.7344 -0.8731 -0.4188
H -0.6649 -4.0383 -1.1241
H 0.8492 -3.4823 -0.3477
H -0.3468 -4.3815 0.5816
H -2.8999 -4.2194 0.1101
H -5.2781 -3.7538 -0.3294
H -6.0437 -1.4592 -0.7270
H -5.5000 0.7355 -1.2345
H -3.6510 0.8133 1.9971
H -1.4649 0.4898 3.0702
H 0.7559 0.4263 2.7804
H 3.1408 0.4544 3.2217
H 4.1006 0.6551 1.7469
H 3.2932 -1.7732 2.3043
H 1.7185 -1.2492 1.6516
H 0.6699 -0.5094 -1.1586
H 0.4140 1.6317 -2.6467
H 2.7138 2.8494 -2.9415
H 0.3982 2.8347 0.0220
H -1.8008 3.1491 -1.0603
H -1.9889 -0.1010 -0.5002

Computed properties:
HOMO energy   -8.7 eV
Orbital gap   8.70 eV
Charge   0
SMILES   CC(=O)c1cccc(NC(=O)c2ccc(NC(=O)CCS(=O)(=O)c3cccs3)cc2)c1

=====

5.
Molecular formula: C25H23FIrN3O4S
Method: DFT, wB97M-V/def2-TZVPD

Element x y z (Å)
Ir 0.4450 -1.9371 0.8299
N 2.0837 -1.7074 2.1750
C 3.3529 -2.3652 1.7520
C 3.2223 -3.8753 1.6720
C 2.1570 -4.3849 0.7185
O 1.9611 -5.5581 0.5855
O 1.4716 -3.4325 0.0616
H 2.2688 -0.7118 2.1792
H 1.8670 -2.0017 3.1224
H 4.1330 -2.1290 2.4769
H 3.6452 -1.9253 0.8056
H 2.9837 -4.3144 2.6441
H 4.1633 -4.3092 1.3356
C 2.3731 4.0550 -4.8540
C 2.2402 3.3658 -3.5232
C 2.6647 2.0451 -3.3600
C 2.5262 1.3986 -2.1472
C 1.9571 2.0921 -1.0816
C 1.5270 3.4052 -1.2125
C 1.6765 4.0334 -2.4368
S 1.7002 1.2434 0.4165
O 2.8484 0.4255 0.6824
O 1.2686 2.1573 1.4381
N 0.4601 0.2170 -0.0284
C -0.8032 0.8076 -0.1720
C -1.2763 1.9899 0.2342
C -2.7708 1.9504 0.3108
C -3.9669 0.1202 0.7297
C -3.4458 -1.2639 0.8299
C -4.0825 -2.4600 0.8794
C -3.3755 -3.6200 0.4810
C -2.0334 -3.5378 0.0503
N -1.3671 -2.4152 0.0384
C -1.9970 -1.2007 0.4827
H 3.1544 3.5991 -5.4601
H 2.5965 5.1138 -4.7265
H 1.4358 3.9833 -5.4110
H 3.1045 1.5186 -4.1988
H 2.8598 0.3771 -2.0105
H 1.1086 3.9267 -0.3611
H 1.3473 5.0588 -2.5550
H -0.6748 2.7859 0.6453
H -3.3037 2.8838 0.1442
H -5.0509 0.1994 0.7261
H -5.1281 -2.5333 1.1526
H -3.8716 -4.5805 0.4611
H -1.4995 -4.4227 -0.2795
F -4.3327 2.0131 2.2066
C -3.3399 1.2478 1.6292
C -3.2044 0.7144 -0.4850
C -1.9105 -0.1003 -0.5889
C -1.0391 -0.9034 1.6322
C -1.3030 0.0562 2.6442
C -2.3311 0.9334 2.6725
H -3.7458 0.8474 -1.4154
H -1.7257 -0.5577 -1.5606
H -0.6093 0.1034 3.4774
H -2.4148 1.5789 3.5446

Computed properties:
HOMO energy (alpha / beta)   -11.3 / -11.6 eV
Orbital gap (alpha / beta)   6.30 / 6.41 eV
Spin multiplicity   2
Charge   +1
Expectation value of S²   0.786

=====

Q: Which energy relative to the best compared isomer or geometry (same formula, charge and spin) values were calculated for the entries above? A: 11.0; 0.0; 124.0; 33.0; 112.4, in kcal per mole.
Q: Which energy values were calculated for the entries above? A: -9865.8905; -273619.0003; -8889.7795; -58027.3120; -55339.7576, in eV.